113
Properties=species:S:1:pos:R:3:forces:R:3:mulliken_charge:R:1 method="wB97M-V/def2-TZVPD" max_force_ha_per_bohr=0.09650 energy_ev=-89339.5499 smiles="C[C@H]1COC(=O)O1.C[C@H]1COC(=O)O1.C[C@H]1COC(=O)O1.CCOC(=O)OC.CCOC(=O)OC.COC(=O)OC.COC(=O)OC.O=C1OCCO1.O=C1OCCO1" multiplicity=1 e_above_lowest_ev=3.120
C 4.857902 -1.226591 -3.312357 -1.1 -0.3 0.7 -0.449
C 3.868777 -0.482264 -2.405405 0.0 -0.9 -0.1 0.297
O 2.567225 -1.147608 -2.685495 1.5 -0.1 -0.6 0.034
C 2.843241 -2.331920 -3.340280 -2.3 -0.6 -1.0 0.350
O 1.989862 -3.141027 -3.723533 2.2 2.2 1.4 -0.568
O 4.146430 -2.448247 -3.584142 0.3 -0.4 -0.3 -0.360
H 5.762318 -1.493879 -2.765825 0.1 0.2 -0.4 0.307
H 4.995018 -0.686067 -4.248910 0.4 -0.2 0.0 0.298
H 3.929050 0.576695 -2.656559 -0.9 0.0 0.2 -0.133
H 4.099896 -0.655311 -1.354339 -0.1 0.2 -0.1 0.139
C 3.758765 4.937655 -1.991039 -1.5 -0.2 1.3 0.468
C 2.285000 5.292760 -2.149211 -0.6 -2.2 0.6 0.412
O 2.237158 6.652401 -2.339204 1.2 3.2 -0.6 -0.353
C 3.521154 7.182465 -2.491474 0.4 -0.5 -0.4 0.518
O 3.878841 8.338451 -2.594404 -1.3 -3.1 0.3 -0.529
O 4.364673 6.058520 -2.548557 0.9 2.2 -0.6 -0.433
H 3.965936 3.973156 -2.454634 0.4 0.5 -0.2 -0.194
H 3.989883 4.890879 -0.926846 0.4 -0.2 0.0 0.117
H 1.671475 5.092938 -1.270717 0.2 -0.3 0.1 -0.277
H 1.880486 4.676665 -2.952263 -0.3 0.6 -0.4 0.292
C -1.194617 6.003763 -0.133229 0.0 0.3 0.6 -1.610
C -1.303515 4.495723 0.166859 0.1 0.9 0.0 1.563
C -1.979060 4.025444 1.451733 2.5 3.1 1.3 -0.750
O -2.522138 2.824705 1.100327 -0.3 -2.5 4.3 -0.140
C -2.834230 2.832982 -0.131860 -1.8 0.0 -4.0 0.571
O -3.606319 2.122917 -0.728965 1.0 0.2 0.9 -0.603
O -2.208011 3.863944 -0.685606 -0.3 0.4 -3.5 -0.393
H -0.179689 6.389553 -0.037314 0.2 -0.3 0.4 0.374
H -1.810352 6.574358 0.562028 -0.1 0.1 -0.1 0.383
H -1.437130 6.334484 -1.143138 -0.4 -0.7 -0.1 0.357
H -0.309025 4.078624 0.008347 0.1 -0.4 0.2 -0.546
H -2.711554 4.761673 1.782686 -0.5 -0.1 -0.2 0.386
H -1.232803 4.012597 2.246102 -0.2 -0.9 0.2 0.441
C 0.017381 -1.635480 -1.119873 -0.7 -0.1 0.9 -1.039
C -0.373947 -0.150549 -0.844693 -0.4 -1.8 -0.5 1.537
C 0.098175 0.352169 0.477861 -0.6 1.1 1.4 -0.152
O 0.930697 1.501188 0.160391 0.7 0.0 1.5 -0.384
C 1.046977 1.648050 -1.130740 1.7 -1.5 -3.2 0.364
O 1.902495 2.286647 -1.747576 -2.4 -0.7 1.7 -0.535
O 0.206817 0.741715 -1.750640 1.3 1.9 -1.0 -0.288
H 1.041784 -1.933072 -0.895946 0.2 0.7 -0.3 0.437
H -0.273973 -2.068387 -2.076856 0.2 0.7 -0.1 -0.353
H -0.537818 -2.237819 -0.400814 -0.4 0.1 0.2 0.316
H -1.454333 -0.022281 -0.911034 -0.1 -0.3 -0.1 -0.211
H 0.585473 -0.400097 1.098138 0.5 0.3 -0.2 0.365
H -0.685831 0.812441 1.079172 -0.3 -0.5 0.0 -0.206
C -0.636041 -2.544659 -6.094204 1.2 0.5 -0.9 -1.498
C -1.948801 -2.989952 -5.602381 1.6 -2.1 2.6 0.691
C -2.006699 -3.211113 -4.019500 -0.6 -2.1 -1.3 -0.160
O -3.143854 -2.443589 -3.631563 0.6 0.8 0.9 -0.239
C -3.626757 -1.752556 -4.650201 -2.0 2.3 -1.0 0.653
O -4.622430 -1.019909 -4.602627 3.2 -2.4 -0.4 -0.574
O -2.811020 -1.940516 -5.758528 -2.9 1.4 0.0 -0.372
H 0.249593 -3.175063 -6.014562 -0.3 -0.4 0.9 0.370
H -0.449720 -1.568016 -5.647487 0.4 0.1 -0.5 0.362
H -0.757392 -2.559545 -7.177324 0.1 1.0 -0.2 0.368
H -2.136813 -3.889247 -6.188932 -1.2 -0.1 0.2 0.195
H -1.019434 -3.134965 -3.563839 -0.2 1.4 0.3 -0.099
H -2.326736 -4.186629 -3.653398 0.2 -0.5 -0.8 0.302
C 3.891198 1.534624 1.651745 -0.3 0.0 -1.2 -0.456
O 4.437109 2.331421 0.526665 -1.1 -0.4 1.9 -0.244
C 5.427604 1.843757 -0.176622 0.7 -4.2 0.9 1.065
O 5.884399 0.671134 -0.118666 -1.1 3.0 -0.2 -0.685
O 5.821136 2.779100 -0.970779 -0.1 1.7 -0.4 -0.274
C 6.805270 2.496400 -1.918107 0.8 -0.5 -0.6 -0.844
H 4.440015 1.732747 2.572415 0.1 -0.1 -0.3 0.349
H 3.832678 0.479039 1.386365 0.7 0.0 0.0 0.317
H 2.836643 1.797128 1.736001 0.3 0.6 0.1 -0.050
H 7.313513 3.426010 -2.174240 -0.1 -0.1 0.2 0.248
H 6.318133 2.112979 -2.814640 0.1 -0.2 -0.1 0.272
H 7.492991 1.759612 -1.503012 0.1 0.1 -0.3 0.420
C 0.812643 -4.656158 1.882467 0.9 0.8 -0.7 -0.541
O -0.037167 -5.760037 2.016587 -0.5 -3.0 0.5 -0.224
C 0.367332 -7.124456 1.983608 -0.9 0.1 0.0 0.648
O -0.432325 -8.028820 2.203987 2.4 2.4 -0.5 -0.535
O 1.688749 -7.206126 1.629164 -1.6 0.8 0.6 -0.295
C 2.499220 -8.362130 1.740654 1.2 -0.5 -0.5 -0.693
H 0.952101 -4.427574 0.825864 0.5 -0.4 -0.2 0.280
H 1.758525 -4.755661 2.414934 0.0 -0.2 -0.2 0.352
H 0.337723 -3.733275 2.215398 -0.6 -0.4 0.6 0.141
H 2.376595 -9.108565 0.955863 -0.9 0.0 0.1 0.291
H 2.564140 -8.833923 2.721111 -0.6 0.2 0.0 0.302
H 3.496926 -7.995005 1.500050 0.1 0.3 0.3 0.272
C -5.627575 -0.998050 -1.182192 0.9 0.0 0.2 -1.589
C -4.323362 -1.227751 -0.420625 -0.1 0.7 -0.2 0.961
O -4.563796 -2.189760 0.591349 0.7 -1.8 1.2 -0.353
C -3.551467 -2.677923 1.361615 -0.9 1.6 0.5 0.724
O -2.429971 -2.212437 1.424877 -0.4 -0.8 -0.4 -0.451
O -4.098954 -3.593877 2.185293 0.2 0.2 -0.6 -0.375
C -3.281492 -4.426090 3.002198 1.4 -0.4 -0.1 -0.489
H -5.368524 -0.231260 -1.912279 -0.4 -0.1 -0.2 0.375
H -6.414156 -0.630400 -0.523233 0.1 0.0 0.0 0.402
H -5.953274 -1.912587 -1.677809 0.0 0.1 -0.1 0.342
H -4.008375 -0.296016 0.049221 0.1 0.1 0.0 -0.118
H -3.530199 -1.552170 -1.094229 0.0 -0.2 0.0 -0.095
H -3.855778 -5.317538 3.254395 -0.1 0.3 0.0 0.297
H -2.823319 -3.976560 3.883159 -0.9 0.6 0.3 0.271
H -2.361712 -4.743304 2.510798 -0.3 -0.2 -0.7 0.155
C -2.371559 0.610478 4.130952 -1.9 -0.3 0.2 -0.784
C -2.326984 2.035242 4.643675 2.0 -0.7 0.0 -0.157
O -2.896482 2.116306 5.947482 -0.5 -0.1 0.9 -0.380
C -2.146502 1.888308 7.059728 1.2 1.1 0.7 0.750
O -0.962860 1.599611 7.141145 -2.1 0.1 -0.9 -0.561
O -2.829562 2.218328 8.190657 -0.8 -0.9 -0.7 -0.321
C -4.285658 2.420036 8.097350 0.9 0.8 -0.4 -0.572
H -2.259306 0.452975 3.058253 1.0 0.3 0.1 0.019
H -3.408484 0.284072 4.210705 -0.3 -0.1 0.3 0.352
H -1.819193 -0.051372 4.797990 0.4 0.0 -0.5 0.392
H -2.781977 2.772035 3.981694 -0.3 -0.1 0.4 0.171
H -1.269656 2.261182 4.781965 0.1 0.5 -0.2 0.310
H -4.796956 1.587396 7.614238 0.2 0.0 0.2 0.262
H -4.414114 3.332766 7.515527 -0.3 -0.1 -0.1 0.252
H -4.676346 2.626937 9.093668 0.4 -0.4 0.0 0.270

---

67
Properties=species:S:1:pos:R:3:forces:R:3:nbo_charge:R:1 method="wB97M-V/def2-TZVPD" max_force_ha_per_bohr=0.05126 energy_ev=-67965.0246 charge=+1 multiplicity=1 e_above_lowest_ev=0.000
C -17.926791 3.137654 -10.861849 0.1 0.1 -1.1 -0.750
C -16.571538 3.543015 -11.340491 -0.6 -0.7 1.8 0.759
O -15.981484 3.172281 -12.291358 0.5 0.2 -0.7 -0.496
N -15.799444 4.354616 -10.324696 1.2 1.0 0.5 -0.604
H -15.862248 4.006905 -9.353213 -0.8 0.0 0.0 0.496
H -14.814267 4.221024 -10.550468 -0.1 -0.2 -0.2 0.415
C -15.996174 5.884320 -10.391597 0.2 -1.3 -0.8 -0.392
H -17.820801 2.521152 -9.966500 -0.1 0.2 0.1 0.294
H -18.322253 2.560031 -11.696766 -0.3 -0.1 0.2 0.256
H -18.574724 3.998569 -10.697689 0.0 0.0 0.3 0.275
H -17.002037 6.092760 -10.048360 0.1 0.3 0.2 0.261
H -15.818391 6.090382 -11.446201 -0.4 0.4 0.0 0.214
H -15.177967 6.330762 -9.838087 -0.4 0.1 0.5 0.249
C -17.272135 -1.049705 -12.211028 -0.7 0.1 0.4 -0.733
C -16.962668 -2.490901 -11.942526 -0.1 0.8 -0.7 0.720
O -17.062370 -3.336471 -12.762512 0.2 -0.7 0.4 -0.451
N -16.509823 -2.795954 -10.545279 0.4 -0.2 0.3 -0.617
H -15.534601 -2.499456 -10.429390 0.0 0.1 -0.2 0.455
H -16.978961 -2.159244 -9.870638 -0.5 -0.6 0.4 0.496
C -16.613330 -4.262718 -10.174931 -0.1 0.9 0.1 -0.416
H -17.694112 -0.610966 -11.304166 0.4 0.4 -0.1 0.245
H -18.034017 -0.984714 -12.985760 0.0 -0.3 0.0 0.266
H -16.405862 -0.517846 -12.599858 0.1 0.0 0.4 0.244
H -16.179720 -4.371283 -9.185041 0.1 0.1 0.0 0.269
H -16.068622 -4.787878 -10.951167 -0.3 -0.3 0.1 0.223
H -17.674020 -4.478344 -10.103236 0.1 -0.3 -0.2 0.245
C -13.298455 0.852234 -13.139404 -0.1 0.9 -0.1 -0.737
C -12.239350 0.880618 -12.084480 -0.3 -1.3 -0.6 0.711
O -11.149887 0.438720 -12.179405 0.4 0.3 0.2 -0.431
N -12.696858 1.354926 -10.727410 0.2 -0.2 1.0 -0.622
H -12.759894 2.370846 -10.696143 0.1 0.1 -0.1 0.426
H -13.652913 1.015586 -10.508416 -0.4 -0.3 -0.2 0.490
C -11.827904 0.863930 -9.578983 -0.4 0.0 -0.3 -0.415
H -12.906453 0.507651 -14.091721 0.3 -0.1 0.2 0.277
H -13.649949 1.875422 -13.296334 -0.3 0.0 0.0 0.255
H -14.156906 0.245061 -12.854481 0.1 0.0 0.3 0.257
H -11.805158 -0.221534 -9.610635 0.2 0.0 -0.3 0.246
H -12.337216 1.117579 -8.652044 0.1 0.4 -0.1 0.241
H -10.840285 1.297265 -9.676505 0.0 -0.1 0.1 0.242
C -14.121328 2.240919 -6.047022 0.4 -0.1 0.6 -0.745
C -14.815100 0.920911 -5.962003 -0.3 0.2 -1.1 0.730
O -14.328079 -0.146511 -6.122055 0.1 -0.2 0.2 -0.465
N -16.327931 0.992602 -5.858973 1.5 0.4 0.0 -0.622
H -16.653455 1.680340 -6.551238 -0.2 0.2 0.2 0.469
H -16.672550 0.070293 -6.166950 -0.5 -0.6 0.3 0.489
C -16.724716 1.357613 -4.461011 -0.9 -1.0 -0.4 -0.421
H -14.296637 2.853397 -5.164359 -0.3 0.2 -0.2 0.272
H -14.461315 2.745692 -6.949651 -0.1 0.2 0.2 0.261
H -13.046655 2.069747 -6.080974 0.0 -0.2 -0.2 0.241
H -16.332623 2.323834 -4.172878 -0.2 0.1 -0.2 0.244
H -16.386902 0.564736 -3.797289 0.1 0.0 -0.1 0.229
H -17.810899 1.302557 -4.506454 0.0 0.5 0.5 0.251
P -17.228876 4.703406 -6.678669 -1.0 1.5 2.0 2.600
F -16.949897 3.268413 -7.440432 0.1 -0.2 -0.3 -0.618
F -18.442847 4.030743 -5.852994 0.2 0.0 -0.6 -0.576
F -16.230714 4.276682 -5.488709 0.5 -0.5 -0.1 -0.598
F -17.453837 6.114994 -5.920246 0.0 -0.5 -0.8 -0.569
F -15.952679 5.321951 -7.501792 0.1 -0.2 -0.4 -0.613
F -18.214355 5.130123 -7.876325 0.2 -0.1 -0.3 -0.587
N -17.454846 -2.265198 -7.315246 -1.5 1.0 0.9 0.716
O -17.782249 -1.539916 -6.320695 1.0 -0.3 -0.6 -0.565
O -16.366412 -2.848881 -7.350952 -0.1 0.2 -0.4 -0.512
O -18.312167 -2.359602 -8.235306 1.1 -0.3 -0.4 -0.558
N -15.698172 0.546194 -9.313271 -0.9 -0.7 0.0 0.720
O -16.730165 0.182850 -8.762311 0.3 0.1 -0.2 -0.430
O -15.279015 1.720885 -9.162998 0.7 0.1 -0.4 -0.607
O -15.070262 -0.265145 -10.063525 0.5 0.8 0.0 -0.601

---

13
Properties=species:S:1:pos:R:3:forces:R:3:nbo_charge:R:1 method="wB97M-V/def2-TZVPD" max_force_ha_per_bohr=0.12308 energy_ev=-16603.8029 smiles=C[C@H]1COOP1 multiplicity=1 e_above_lowest_ev=4.884
C 0.424853 0.258717 1.179942 -0.2 -0.6 1.7 -0.152
C -0.515871 -0.045746 0.134094 -4.9 0.3 -4.0 -0.431
C -0.319488 -1.326988 -0.670491 -0.7 2.2 -1.8 -0.623
O 1.228929 1.341267 0.766973 2.7 -0.2 1.2 -0.266
O 0.557600 2.356783 0.095677 -1.0 1.1 0.4 -0.506
P -0.388349 1.697412 -1.056271 -0.2 -2.6 1.1 0.823
H -0.299520 0.464502 2.036950 1.9 0.1 0.0 0.191
H 1.224601 -0.594212 1.337272 -1.7 1.8 0.1 0.221
H -1.668888 -0.102150 0.343078 2.3 0.5 0.7 0.224
H -1.214622 -1.872338 -0.809671 -1.2 -0.3 -0.3 0.211
H 0.225304 -1.916584 -0.061454 2.4 -2.3 1.5 0.204
H 0.116076 -1.187209 -1.668747 0.3 -0.1 0.4 0.208
H 0.629375 0.926547 -1.627354 0.4 0.2 -0.9 -0.103

---

15
Properties=species:S:1:pos:R:3:forces:R:3:nbo_charge:R:1 method="wB97M-V/def2-TZVPD" max_force_ha_per_bohr=0.08781 energy_ev=-19667.5190 smiles="O[C@H]1C=CC=NSC1" multiplicity=1 e_above_lowest_ev=4.084
C -0.305623 1.066412 -0.123634 -0.5 0.7 3.2 -0.013
C -0.102412 0.424365 -1.466580 2.7 0.3 -1.5 -0.572
C 1.188451 -1.743898 0.681376 0.6 -0.4 -1.1 0.018
C 0.090439 -0.976605 1.331257 -4.1 0.1 0.8 -0.300
C -0.754362 0.051642 0.908678 3.9 -1.3 0.8 -0.131
H -1.295935 2.667870 -0.637122 -1.1 -1.8 1.3 0.469
H 0.572782 1.613191 0.530629 -1.7 -0.9 -2.5 0.208
H 0.306312 1.073630 -2.428994 -1.8 -1.1 2.5 0.249
H -1.023411 -0.149015 -1.618701 0.4 0.2 -0.7 0.241
H 1.619257 -2.583088 1.165263 -0.3 -0.6 1.5 0.196
H -0.482564 -1.419404 2.273054 2.1 0.2 -1.9 0.233
H -1.569726 0.471782 1.526067 0.5 -0.9 -0.3 0.239
N 1.794314 -1.736746 -0.483102 -1.8 0.8 2.7 -0.558
O -1.529191 1.830953 -0.091180 1.5 3.4 -2.5 -0.721
S 1.491670 -0.591088 -1.567011 -0.5 1.5 -2.4 0.442